Below is a molecular structure, C46H34MnNO3P2SSe3Te at a distorted geometry, with properties calculated with wB97M-V/def2-TZVPD.

Structure (XYZ):
```
92
Properties=species:S:1:pos:R:3:mulliken_charge:R:1
H -2.60133 3.55010 -2.49924 0.366
C 4.39298 0.83294 3.27167 -0.774
C 4.86203 1.45198 4.41309 -0.728
H 1.44475 6.31242 2.49726 0.406
C -1.66449 2.75742 -4.22849 -1.022
H 2.95681 4.72560 -1.18211 0.513
H -1.43138 2.93414 4.15428 0.439
H 5.02571 0.12756 2.74697 0.488
C -1.78859 2.93390 -2.85971 -0.959
C 3.41772 -3.35632 2.66785 -0.713
Mn 0.17650 0.05035 0.40195 -0.048
C 2.32895 4.65211 -0.30711 -0.972
C 4.21827 -1.78059 0.53148 -0.277
H 6.24579 2.78799 -0.86857 0.410
C -1.90336 7.13930 0.22826 -0.615
H 5.49270 -3.41599 -0.00448 0.402
C 3.40680 1.11883 -0.07757 0.198
H -6.31848 3.02606 -0.49613 0.426
C 2.86417 -2.10510 2.49388 -0.344
H -2.66481 0.34180 1.46926 0.985
S 1.18474 0.38276 -1.51442 2.397
Te -3.10315 -2.32920 0.00040 -0.264
C 3.27329 -1.30233 1.42680 0.104
C 4.03794 2.31531 5.12610 -0.770
C 4.37311 -3.83002 1.77559 -0.567
O -1.46530 0.56796 4.04423 -0.920
H 2.07885 3.18995 5.25474 0.517
C 5.27765 2.32543 -1.00369 -0.739
C -1.15861 6.63168 -0.82705 -1.000
C 1.47123 5.53090 1.74964 -1.042
C 3.09836 1.08572 2.81459 -0.172
Se -1.07098 -3.32995 1.35102 -0.340
C -3.15542 2.05753 0.24169 1.896
C -4.76329 0.68544 1.38683 -1.707
C 0.24096 1.34392 -3.86117 -0.777
Se -1.61462 -0.64387 -1.02056 0.183
H 4.40634 2.79502 6.02251 0.384
C 4.65582 1.71677 0.07022 -0.808
C 2.74208 2.54123 4.69953 -0.930
H 1.24752 2.09290 3.23575 0.655
H -0.54776 1.79802 -5.79759 0.427
P 2.46880 0.32708 1.28183 2.481
H -0.63421 7.29607 -1.49902 0.438
C -0.64161 1.96391 -4.73446 -1.163
C -5.79706 1.42031 0.83654 -0.626
C -3.44610 0.96937 1.06497 -1.106
H -1.96998 8.20733 0.38154 0.385
H 3.08140 -3.97895 3.48594 0.427
C 0.12206 1.52039 -2.49625 -0.376
H 5.86855 1.25133 4.75665 0.417
C -4.20655 2.77810 -0.33399 -0.477
C -2.54802 6.27211 1.09213 -1.146
H 2.96712 6.50165 0.58672 0.379
C -0.29655 4.35937 3.01597 -1.467
H -4.01674 3.61928 -0.98721 0.225
H -3.11184 6.65206 1.93086 0.466
H 2.91060 1.80664 -3.36973 0.444
Se 0.50134 -2.35680 0.08846 0.117
C -5.51855 2.45660 -0.04527 -0.892
C -0.98215 0.71639 2.92357 0.083
C -1.72593 4.38350 -0.15985 0.753
O -0.55200 -0.25777 2.20018 -0.410
H -6.82126 1.17980 1.08253 0.395
H -0.35835 5.17278 3.72053 0.435
H 2.08079 -1.75759 3.16041 0.483
C 2.32057 5.63852 0.67469 -1.088
C -0.93102 3.15349 3.21737 -1.433
C -2.45317 4.90338 0.90633 -0.309
O 1.52996 -0.67674 -2.48473 -0.961
H 4.52019 -1.18164 -0.31925 0.366
C 2.79163 1.18613 -1.32096 -0.495
P -1.47250 2.56266 -0.21764 2.653
H -2.38276 3.22575 -4.88714 0.466
H -4.96139 -0.14744 2.04499 0.536
C 1.49334 3.55858 -0.14442 0.109
H -2.94681 4.24050 1.60362 0.453
C 4.65898 2.35041 -2.25036 -1.026
C 3.40973 1.77882 -2.41070 0.348
H 1.44549 2.83305 -0.93836 -0.520
C 0.66723 3.42163 0.94885 -0.024
H 5.14617 2.82254 -3.09191 0.363
C 2.27208 1.92880 3.54668 -0.096
N -0.27375 2.28315 1.00841 1.683
C 4.76554 -3.04548 0.70508 -0.787
C -0.86287 2.07524 2.36717 0.613
H 4.79597 -4.81562 1.90895 0.357
H 5.13419 1.72265 1.03972 0.403
H 0.98792 0.64970 -4.21761 0.636
C -0.89626 2.34675 -1.95925 0.793
C 0.59306 4.44083 1.92136 1.465
H -0.46110 4.89181 -1.82594 0.170
C -1.06965 5.26534 -1.01275 -0.644
```

Values from the calculation:
orbital gap (spin up / spin down) = 5.18 / 5.13 eV
<S²> = 0.80
highest occupied orbital energy (spin up / spin down) = -3.40 / -3.36 eV
charge = -1
spin multiplicity = 2

=====

Below is a molecular structure, C46H35N3O4PdS3, with properties calculated with wB97M-V/def2-TZVPD.

Structure (XYZ):
```
92
Properties=species:S:1:pos:R:3:mulliken_charge:R:1
C 1.53926 0.87665 -3.46168 -0.477
H -3.70062 -2.51878 -0.47733 0.435
C 3.47227 3.61688 3.24107 -1.034
H 0.05522 -2.96799 1.45789 0.375
H -4.78882 2.80885 1.13971 0.372
C 1.96525 5.51915 1.95421 -0.990
C 2.62211 -1.79053 -2.68506 -0.274
H -0.39349 1.63677 -4.02673 0.230
C -2.54649 -5.15206 1.30543 -0.477
C 2.89588 0.98655 -3.75515 -0.493
C -0.64564 -2.76806 -3.27071 1.766
S 0.33881 3.78810 0.66315 -0.364
C 3.35537 1.76799 -4.80748 -0.826
H 4.42161 1.83177 -4.99461 0.373
H -2.43172 -3.93993 -3.61265 0.326
C 3.26092 7.33097 2.95683 -0.075
C 1.64632 4.17281 1.74613 0.679
H -1.62571 3.54005 2.41787 0.437
O -0.14583 -1.49078 -3.64669 -0.552
C -2.37724 -0.13075 0.25679 0.127
C 2.46567 2.46797 -5.60559 -0.449
C 0.66264 1.62248 -4.25306 -0.451
C -0.32846 -0.56389 -2.55279 -1.670
H 2.82148 3.07670 -6.42894 0.370
H 4.06885 2.86448 3.74139 0.463
H -0.97586 0.23655 -2.90774 1.177
S 2.14174 1.47187 2.29951 -0.506
H -2.20877 -1.30566 -1.91540 0.295
Pd 0.24948 1.33246 0.77442 0.713
C -4.21169 0.78096 1.55872 -0.799
C -1.75451 2.64776 3.01803 -0.665
C -2.75840 0.09766 5.68603 -0.410
C 2.99910 5.93071 2.78221 0.581
C -1.40049 -1.61327 4.63386 -0.468
H -2.59299 -1.90178 6.40591 0.366
C -3.01909 -3.11081 0.12430 0.061
C 3.61366 -2.69205 -2.32483 -0.841
H -3.04470 3.09131 -0.61213 0.382
N -1.17087 1.54154 2.73815 0.845
C 4.85630 5.32715 4.30495 -0.049
C 2.57975 -0.91940 -0.46950 0.452
H -1.86460 -3.01697 -5.02645 0.451
C 2.42259 3.18848 2.42213 0.542
H -4.38048 -4.76043 0.25602 0.400
N 3.46502 8.45550 3.10134 -0.628
H -1.51161 1.26467 -1.13412 0.264
C -1.30030 -4.64688 1.64415 -0.867
C 3.57915 -1.81136 -0.10215 -0.599
H -0.35103 -1.03111 2.81711 -0.065
C -1.17090 -1.40335 -1.56263 -0.419
C -1.77835 -2.58631 0.47888 0.042
H 2.27328 -1.76571 -3.70860 0.671
C -0.98278 -0.74243 3.64959 0.141
H -3.43509 0.41749 6.46850 0.385
C -3.15898 2.14438 -0.09750 -0.867
H 1.21847 -3.80740 -3.05169 0.388
H -0.15467 -4.83898 -3.49595 0.466
H 1.37602 6.26962 1.44244 0.466
H -2.69865 -2.18646 -3.71282 0.382
H -0.61338 -5.25019 2.22775 0.420
C -2.34326 0.97819 4.68790 1.049
C 4.10001 -2.70778 -1.02297 -0.608
C -1.27881 -1.20142 -0.00620 3.498
C 1.11089 2.39453 -5.31235 -0.824
C -0.92069 -3.37615 1.23042 -0.599
C -2.00473 -2.99210 -3.94493 -1.880
H 2.18087 -0.24660 0.26944 -0.522
C 1.01897 0.13714 -2.18591 3.196
C -4.12637 1.98976 0.88439 -0.830
H -3.41538 -1.17829 1.81984 0.302
H 3.61770 0.46643 -3.14040 0.404
H -4.94166 0.64957 2.34986 0.353
N 5.72482 5.62512 5.00065 -0.630
O -0.13260 -0.84928 0.63779 -0.495
H 4.88116 -3.40322 -0.73558 0.347
C -2.29869 1.09983 -0.40725 -0.062
H 3.95130 -1.79841 0.91589 0.462
C -1.47055 0.56249 3.67707 -1.049
H -2.84666 -6.14194 1.63013 0.390
H -1.05884 -2.64064 4.61124 0.403
C 0.31977 -3.86973 -3.65863 -1.957
C 2.07834 -0.89599 -1.76398 -0.693
O 0.77895 1.16157 -1.30733 -1.171
H 0.57986 -3.77114 -4.71363 0.356
H 0.39663 2.95697 -5.90375 0.378
C -3.34501 -0.25990 1.25124 -0.547
O -0.74824 -2.73401 -1.87370 -0.573
S -2.75461 2.64571 4.44314 -0.360
C 3.77378 4.95615 3.43903 0.427
C -2.27947 -1.19736 5.64444 -0.579
H 4.01403 -3.37618 -3.06604 0.389
C -3.40550 -4.37628 0.53570 -1.103
```

Values from the calculation:
orbital gap (spin up / spin down) = 5.59 / 5.73 eV
<S²> = 2.01
highest occupied orbital energy (spin up / spin down) = -1.79 / -1.93 eV
charge = -2
relative energy (zero: lowest compared OMol25 entry of this formula, charge and spin) = 18.5 kJ/mol
spin multiplicity = 3

=====

Below is a molecular structure, C46H36BrF3NO4P2ReSi at a distorted geometry, with properties calculated with wB97M-V/def2-TZVPD.

Structure (XYZ):
```
95
Properties=species:S:1:pos:R:3:mulliken_charge:R:1
H -5.51144 -0.76672 4.42411 0.401
H -1.28214 -4.50094 2.93962 0.311
H -0.08314 -3.81402 0.62984 0.312
C -0.90320 -2.45228 3.45909 0.402
C 3.40129 0.32696 -1.78330 -0.497
H -0.48611 -5.38592 5.09869 0.411
C -2.15553 -3.25323 -4.08882 -0.672
H 0.35962 -3.85318 6.83877 0.365
C -1.54623 -4.97813 -0.41610 -0.844
C -2.47944 -0.04496 -1.26674 -0.770
C -0.46344 -4.31918 4.91359 -0.597
C 4.36496 0.86466 -2.62050 -0.674
C 4.09429 -1.11516 0.94514 -0.737
H 3.62380 1.24614 2.27916 0.517
H -0.33810 -0.53101 4.22297 0.243
C -4.68383 1.02501 3.57314 -0.692
H 4.69076 3.90891 -1.18462 0.363
H -1.17829 3.63797 -0.11452 0.246
C 0.01324 -3.15587 -3.12493 0.190
Re -0.61823 -0.03734 -0.66892 2.198
C 0.15245 2.39181 3.47588 -0.670
C 3.36104 2.37392 -0.50909 -0.991
Br -3.98584 -2.74439 -4.12200 -0.182
O 1.65987 3.00512 -3.23864 -0.675
H -1.69852 -2.12014 -2.32516 0.009
H 4.61094 -0.42060 0.29783 0.400
C -0.38535 -1.59515 4.43454 -0.504
C 2.52651 2.26305 3.80866 -0.932
C 4.33836 2.89727 -1.34173 -0.773
H 4.72979 0.28038 -3.45550 0.433
C 1.26949 2.65623 4.25054 -0.942
C -1.13785 -3.94518 0.40930 -0.260
C -0.91443 -3.82158 3.69798 -0.579
H -0.82713 2.70872 3.82131 0.367
H 0.45825 -1.42034 6.39362 0.453
H -1.77782 3.93369 1.52636 0.317
C 1.52163 1.30059 1.83613 0.239
H 3.40809 2.48682 4.39676 0.405
H 3.01965 -0.67341 -1.95944 0.421
H -2.30882 -4.48004 -5.85531 0.395
C 0.01681 -3.46070 5.88987 -0.551
C 4.83094 -2.05719 1.65064 -0.839
C 2.70890 -1.06657 1.07276 0.336
C 0.87035 2.16233 -2.85456 0.451
C -2.73238 -0.60900 2.48584 0.229
H -0.81207 -5.65038 -0.84177 0.406
H 5.60693 2.55901 -3.03791 0.347
H 2.93998 2.97597 0.28495 0.420
C 4.20266 -2.95699 2.49617 -0.833
C -1.82623 3.25268 0.67315 -1.375
H 4.78191 -3.68092 3.05598 0.375
C 1.06165 -2.66941 -2.12681 -0.789
H 1.16472 3.17879 5.19421 0.405
F -0.64490 1.75106 -4.70687 -0.316
H 1.02184 -1.96364 1.99918 -0.558
C 0.06322 -2.09380 5.64363 -0.611
N -0.39805 -4.48589 -5.08447 -0.674
H -4.86722 -4.34897 -0.45269 0.409
C -2.89175 -5.12465 -0.72570 -0.640
C -1.32058 -2.77595 -3.09633 1.067
C -3.41656 -3.20352 0.62929 -0.901
C -3.82087 -4.24167 -0.19821 -0.770
H -3.75783 -2.22544 3.45772 0.479
C -3.66858 1.56527 2.79747 -0.739
H -3.40474 -0.24838 -0.71787 0.322
H -3.65647 2.63446 2.61900 0.365
H -3.21588 -5.91491 -1.39088 0.396
O 0.77944 -1.70953 -1.32368 0.427
C 0.41456 -4.01849 -4.14188 -0.492
C -4.72334 -0.34148 3.81502 -0.964
H -4.14872 -2.51037 1.02330 0.436
C 2.82198 -2.92343 2.62287 -0.677
O 0.37493 1.96570 -1.71090 -0.578
P 1.66394 0.25629 0.32567 2.301
C 2.09203 -1.98995 1.90792 0.585
C -1.66818 -4.10150 -5.06682 -0.115
C 2.91311 1.07494 -0.71009 0.321
F 1.29472 0.81987 -4.85585 -0.288
Si -1.28437 1.48034 1.11227 1.226
C 4.84618 2.14500 -2.38800 -0.632
H 1.44738 -4.33882 -4.18954 0.503
C -2.66594 0.76781 2.24522 -0.270
H -2.73012 0.24259 -2.29803 0.392
H -5.45081 1.66745 3.98892 0.416
C 0.25255 1.71988 2.25469 -0.085
P -1.36119 -1.65048 1.87133 1.686
H -2.84850 3.24603 0.28936 0.381
C -2.07100 -3.05065 0.94304 0.404
O 2.15844 -3.22058 -2.16889 -0.791
C -3.74439 -1.15700 3.27217 -0.211
C 0.34386 1.18138 -3.98709 0.858
H 5.90833 -2.07701 1.54107 0.409
F -0.17720 0.03184 -3.49075 -0.100
H 2.31218 -3.61437 3.28474 0.397
C 2.64788 1.57588 2.61411 -0.355
```

Values from the calculation:
orbital gap (spin up / spin down) = 7.06 / 6.81 eV
<S²> = 0.93
highest occupied orbital energy (spin up / spin down) = -5.11 / -4.68 eV
charge = -1
relative energy (zero: lowest compared OMol25 entry of this formula, charge and spin) = 278.3 kJ/mol
spin multiplicity = 2

=====

Electronic energy for every record listed, in sequence, given in hartree: -11758.0352, -3561.6760, -6054.4314.